This record from the OMol25 dataset describes C24H25N8O4PSeV as an isolated structure in a non-equilibrium geometry. The level of theory is ωB97M-V with the def2-TZVPD basis set.

- <S²> = 2.011
- total charge = +1
- frontier orbital gap (alpha / beta) (eV) = 7.77 / 7.79
- E_HOMO (alpha / beta) (eV) = -10.58 / -10.62
- E (eV) = -145724.7304
- spin multiplicity = 3

Geometry as XYZ:
```
64
C24H25N8O4PSeV ωB97M-V with the def2-TZVPD basis set
C -1.106 3.790 0.021
Se -0.124 0.186 2.704
H -0.897 -3.127 -1.510
H 1.712 -2.684 2.307
N 0.002 2.956 0.007
H 2.307 -2.686 0.642
H 1.431 8.419 0.040
H 0.843 -2.912 -1.540
C 2.634 1.953 -0.580
H -1.017 8.509 0.139
H -1.707 -0.493 -2.045
H 3.676 -1.376 -2.156
C 3.990 1.607 -0.602
H 0.258 -4.555 2.978
C 0.774 5.133 0.023
C 0.868 7.495 0.050
H 4.696 2.334 -0.229
C -0.609 5.184 0.079
C 0.360 -5.038 2.007
N -2.333 3.447 -0.070
H 1.612 -6.121 -0.035
C -3.763 -0.088 -1.625
P -0.076 -2.305 0.664
C -1.433 -3.408 1.305
H -2.293 -3.311 0.640
H -4.732 2.655 0.110
H -1.721 -3.159 2.320
C -0.524 7.546 0.106
C 3.413 -0.448 -1.668
C -4.624 0.782 -0.950
O -0.300 -1.001 -0.116
H -1.816 -5.182 -0.638
C -2.421 0.178 -1.590
C -1.288 6.384 0.113
N -0.996 -4.849 1.286
O -0.292 -1.487 2.345
C 4.382 0.405 -1.132
H -1.690 -5.409 1.781
C 1.496 -3.014 1.296
C 1.162 3.707 -0.065
O 1.145 0.607 1.650
H 1.306 -0.714 -1.921
H -5.687 0.585 -0.914
C -2.738 2.165 -0.446
C 1.542 6.280 -0.001
C 0.019 -3.305 -0.941
O -1.334 0.885 1.749
C -4.110 1.913 -0.369
N -1.891 1.255 -0.972
H 2.621 6.229 -0.057
N 1.430 -4.490 1.257
C 2.100 -0.078 -1.558
H -0.716 -6.465 -0.052
N 2.354 3.272 -0.227
H 0.470 -6.115 2.126
H -4.129 -0.956 -2.154
N 1.692 1.076 -0.985
C 1.458 -5.042 -0.094
H -2.369 6.414 0.144
H 5.430 0.138 -1.164
N 0.219 -4.769 -0.811
H 2.291 -4.598 -0.636
V -0.093 1.083 0.114
C -0.866 -5.389 -0.148
```